# 1
ORCA calculation (ωB97M-V/def2-TZVPD) on a molecular structure, C14H12IN2NiO3.

Net charge: -1
Energy, eV: -72982.093
Multiplicity: 3

Last column: Löwdin charge in e.
Cartesian coordinates (Å):
Ni -0.156 -0.088 0.147  0.38
N 0.661 -1.707 -0.981  -0.02
C 2.097 -1.748 -0.630  -0.17
C 2.232 -1.523 0.891  -0.58
O 3.080 -2.171 1.520  -0.03
N 1.362 -0.623 1.315  -0.08
C 1.013 -0.540 2.716  -0.14
C -0.521 -0.634 2.869  -0.63
O -1.009 -0.864 3.968  0.00
O -1.213 -0.469 1.778  -0.13
H 0.185 -2.502 -0.566  0.10
H 0.495 -1.731 -1.979  0.09
H 2.592 -0.937 -1.170  0.10
H 2.581 -2.690 -0.890  0.10
H 1.329 0.421 3.141  0.11
H 1.506 -1.316 3.305  0.11
I 0.955 2.282 -0.598  1.10
C -0.628 2.598 -1.919  -0.62
C -0.624 3.723 -2.690  -0.18
C -1.694 3.953 -3.583  -0.10
C -2.718 3.057 -3.659  -0.06
C -2.731 1.888 -2.856  -0.18
C -3.807 0.973 -2.933  -0.07
C -3.807 -0.139 -2.142  -0.10
C -2.734 -0.388 -1.259  -0.13
C -1.641 0.445 -1.132  -0.18
C -1.663 1.618 -1.954  -0.25
H 0.187 4.436 -2.623  0.08
H -1.694 4.844 -4.199  0.09
H -3.547 3.226 -4.337  0.10
H -4.624 1.180 -3.616  0.10
H -4.639 -0.833 -2.186  0.09
H -2.794 -1.272 -0.630  0.09

Force components x, y, z for each atom (eV/Å):
Ni -0.38 -0.24 0.06
N 0.12 -0.06 0.00
C -0.06 0.01 0.05
C 0.15 0.11 -0.13
O -0.06 -0.02 0.03
N -0.05 -0.05 0.12
C 0.12 0.06 -0.05
C -0.24 -0.24 -0.23
O 0.14 0.14 0.07
O 0.21 -0.09 0.28
H 0.01 -0.03 -0.04
H 0.00 0.06 -0.01
H 0.01 -0.02 0.02
H -0.02 0.00 0.02
H -0.07 0.01 0.05
H -0.13 -0.03 -0.01
I 0.41 0.35 -0.11
C -0.17 -0.02 -0.10
C -0.02 -0.02 -0.01
C 0.02 0.01 0.01
C 0.00 -0.02 0.01
C -0.08 0.00 -0.05
C 0.04 0.01 0.02
C -0.02 0.00 -0.02
C 0.03 -0.04 0.08
C -0.06 0.15 -0.07
C 0.07 -0.01 0.02
H 0.01 0.00 0.01
H 0.01 0.00 0.01
H 0.00 0.00 0.00
H 0.00 0.00 0.00
H 0.01 0.00 0.00
H 0.00 0.00 0.00

# 2
ORCA calculation (ωB97M-V/def2-TZVPD) on a single C3H5NO4 molecule in a non-equilibrium geometry.

Net charge: 0
Energy, eV: -12869.878

Last column: Löwdin charge in e.
Cartesian coordinates (Å):
N 0.901 1.791 -0.145  0.13
C -0.238 0.995 -0.263  -0.46
O -1.189 1.268 0.504  -0.01
C -0.177 -0.437 -0.711  -0.24
O 0.935 -0.749 -1.502  0.04
C -0.372 -1.328 0.609  -0.24
O 0.712 -2.020 1.031  -0.01
O -1.459 -1.282 1.475  0.12
H 1.580 1.446 -0.822  0.08
H 1.042 2.685 0.689  0.26
H -1.320 -0.502 -1.112  0.21
H 1.354 -1.431 -1.014  0.07
H -1.770 -0.436 1.260  0.04

Force components x, y, z for each atom (eV/Å):
N -0.64 0.87 0.75
C 0.59 2.57 5.79
O 0.14 -0.34 -1.77
C -3.56 -0.21 -0.29
O -2.06 0.96 0.01
C 6.51 -3.40 4.33
O -6.27 3.60 -3.32
O 3.38 -1.95 -2.44
H 0.69 0.94 0.74
H -0.84 -3.99 -3.94
H 2.73 -0.44 -0.39
H 1.16 -1.50 0.87
H -1.85 2.89 -0.35

# 3
ORCA calculation (ωB97M-V/def2-TZVPD) on a molecular structure, C2H10O2S2 in a non-equilibrium geometry.

Net charge: -1
Energy, eV: -28000.790
Multiplicity: 2

Last column: Löwdin charge in e.
Cartesian coordinates (Å):
C 1.521 -0.928 0.248  -0.53
S 1.702 -0.632 -1.585  0.44
S -1.831 -0.835 1.213  0.36
C -1.774 -0.062 -0.538  -0.49
H 0.521 -1.252 0.442  -0.08
H 2.158 -1.835 0.499  0.02
H 1.760 -0.013 0.843  0.02
H -2.832 -0.341 -0.940  0.02
H -1.674 0.993 -0.534  -0.02
H -1.008 -0.552 -1.100  -0.05
H 0.872 3.004 -1.223  0.03
H 0.935 1.270 -1.579  -0.08
O 0.405 2.120 -1.192  -0.23
H -0.252 1.581 2.837  0.00
H -0.680 0.480 1.729  -0.18
O 0.068 1.139 2.032  -0.23

Force components x, y, z for each atom (eV/Å):
C 2.46 -0.06 -1.11
S -0.28 -0.46 1.35
S -0.25 0.04 -1.86
C -3.34 -1.91 1.49
H -1.48 -0.05 0.31
H -0.55 1.24 -0.13
H -0.33 -0.93 -0.52
H 1.97 0.47 0.22
H 0.38 0.83 0.18
H 0.67 -0.30 -0.62
H -0.29 -2.12 -0.21
H -0.82 2.67 1.17
O 1.08 -0.23 -0.95
H -0.02 -0.40 -0.53
H 1.05 0.99 0.84
O -0.27 0.22 0.37

# 4
ORCA calculation (ωB97M-V/def2-TZVPD) on a single C5H6Br2 molecule in a non-equilibrium geometry.

Net charge: 0
Energy, eV: -145362.104

Last column: Löwdin charge in e.
Cartesian coordinates (Å):
C -1.188 0.146 -0.022  -0.05
C -2.276 0.757 -0.023  -0.03
C -0.178 -0.995 0.068  -0.26
C 1.259 0.797 0.248  -0.64
C 1.071 -0.361 -0.520  -0.58
Br 2.530 2.177 -0.103  0.69
Br 2.647 -1.822 0.134  0.35
H -2.499 1.908 -0.081  0.11
H -3.178 0.172 -0.055  0.06
H -0.109 -1.283 1.128  0.11
H -0.453 -1.947 -0.533  0.15
H 0.907 0.822 1.232  0.04
H 1.466 -0.372 -1.473  0.05

Force components x, y, z for each atom (eV/Å):
C 4.77 -1.95 0.08
C -3.37 3.39 -0.41
C -2.11 -0.84 -1.99
C 0.73 1.39 -1.03
C 0.54 -0.40 3.63
Br -0.65 -0.82 -0.02
Br -0.08 0.14 -0.08
H 0.86 -2.18 0.19
H -0.71 -0.28 0.07
H 0.52 0.12 -0.49
H 0.13 1.50 1.01
H -0.32 0.13 1.27
H -0.31 -0.20 -2.23

- The lowest energy belongs to which entry?
  C5H6Br2